Here is 6 unconnected molecules or ions with the total composition C27H67ClNO7P from OMol25. Energies are from ωB97M-V with the def2-TZVPD basis set.

For the HOMO energy, the calculation gives -9.27 eV. Its energy is -66716.68341 eV. Its lowest unoccupied orbital energy is 0.021 Ha. For the HOMO-LUMO gap, the calculation gives 9.86 eV.

Last columns: bonded neighbours and bond lengths (Å).
Positions of all 104 atoms, in Å:
1 Cl 1.5101 2.9473 -1.8377  P2 2.325
2 P 3.5688 2.7966 -0.7670  Cl1 2.325, C13 1.823, C15 1.897, H68 1.384, H84 1.391
3 O -10.4137 -2.3644 -1.1200  C18 1.421, C25 1.417
4 O -9.6884 1.1962 0.3549  C16 1.418, C33 1.419
5 O 6.7744 1.0679 -4.1047  C26 1.417, C29 1.418
6 O 3.0050 -0.2449 -0.8470  C35 1.207
7 O 9.6706 -1.2803 3.5909  C23 1.418, C27 1.420
8 O 5.4564 1.8588 1.0015  C15 1.411, C21 1.424
9 O -4.1308 -0.1042 1.1514  C20 1.417, C37 1.418
10 N 0.7726 -0.0466 -0.2587  C35 1.419, H49 1.018, H57 1.018
11 C -4.3480 -1.9958 -0.4188  C20 1.519, H46 1.091, H47 1.091, H48 1.091
12 C 5.4364 1.2034 -6.1712  C29 1.519, H44 1.091, H56 1.090, H103 1.091
13 C 2.7227 2.4568 0.8121  P2 1.823, C22 1.541, H75 1.086, H95 1.091
14 C -10.4882 -0.4001 -2.6093  C18 1.518, H39 1.091, H50 1.091, H62 1.091
15 C 5.3462 2.7247 -0.1070  P2 1.897, O8 1.411, H73 1.103, H90 1.097
16 C -9.0742 2.4003 0.7821  O4 1.418, C32 1.518, H59 1.096, H66 1.091
17 C 7.4149 0.4720 0.4939  C21 1.520, C24 1.535, H51 1.094, H64 1.093
18 C -9.6982 -1.5725 -2.0576  O3 1.421, C14 1.518, H79 1.096, H91 1.091
19 C 5.8315 -1.0953 -3.3581  C26 1.518, H53 1.092, H96 1.091, H104 1.091
20 C -4.8820 -0.6685 0.0912  O9 1.417, C11 1.519, H42 1.091, H81 1.096
21 C 6.7995 1.5558 1.3634  O8 1.424, C17 1.520, H40 1.098, H60 1.094
22 C 2.5252 0.9659 1.1498  C13 1.541, C35 1.515, H94 1.091, H99 1.089
23 C 9.6510 -0.1938 4.5017  O7 1.418, C28 1.519, H67 1.091, H97 1.096
24 C 6.6163 -0.8382 0.5243  C17 1.535, H54 1.092, H88 1.092, H89 1.091
25 C -11.6012 -2.9704 -1.5996  O3 1.417, C30 1.519, H45 1.091, H61 1.096
26 C 5.7858 0.4214 -3.3226  O5 1.417, C19 1.518, H41 1.097, H70 1.091
27 C 9.2968 -2.5413 4.1267  O7 1.420, C31 1.520, H43 1.096, H52 1.090
28 C 10.5925 -0.3523 5.6827  C23 1.519, H38 1.091, H76 1.091, H100 1.091
29 C 6.7342 0.7956 -5.4959  O5 1.418, C12 1.519, H82 1.090, H98 1.096
30 C -11.3881 -3.9236 -2.7628  C25 1.519, H65 1.091, H69 1.091, H86 1.091
31 C 7.8902 -2.5690 4.7017  C27 1.520, H74 1.091, H77 1.090, H101 1.091
32 C -7.6866 2.2042 1.3652  C16 1.518, H80 1.091, H83 1.091, H102 1.090
33 C -9.8819 0.1985 1.3458  O4 1.419, C34 1.518, H71 1.096, H72 1.091
34 C -10.7717 0.6350 2.4962  C33 1.518, H85 1.091, H87 1.091, H92 1.091
35 C 2.1663 0.1423 -0.0706  O6 1.207, N10 1.419, C22 1.515
36 C -2.5761 1.1780 -0.2803  C37 1.517, H55 1.091, H63 1.090, H78 1.091
37 C -2.7762 0.1957 0.8583  O9 1.418, C36 1.517, H58 1.091, H93 1.098
38 H 11.6155 -0.5093 5.3389  C28 1.091
39 H -9.8455 0.2019 -3.2534  C14 1.091
40 H 7.4042 2.4717 1.3332  C21 1.098
41 H 4.7834 0.7733 -3.5947  C26 1.097
42 H -5.8803 -0.8086 0.5082  C20 1.091
43 H 10.0220 -2.8709 4.8789  C27 1.096
44 H 5.5125 1.0254 -7.2450  C12 1.091
45 H -11.9948 -3.5157 -0.7410  C25 1.091
46 H -3.3599 -1.8954 -0.8700  C11 1.091
47 H -4.2837 -2.7212 0.3934  C11 1.091
48 H -5.0197 -2.3904 -1.1825  C11 1.091
49 H 0.4642 -0.8876 0.2251  N10 1.018
50 H -10.8324 0.2280 -1.7867  C14 1.091
51 H 7.4953 0.8257 -0.5384  C17 1.094
52 H 9.3719 -3.2297 3.2850  C27 1.090
53 H 6.8140 -1.4566 -3.0490  C19 1.092
54 H 5.5549 -0.6568 0.7030  C24 1.092
55 H -3.1049 2.1117 -0.0830  C36 1.091
56 H 4.5832 0.6324 -5.8036  C12 1.090
57 H 0.6102 -0.1945 -1.2530  N10 1.018
58 H -2.3845 0.6158 1.7855  C37 1.091
59 H -9.7161 2.9357 1.4916  C16 1.096
60 H 6.7533 1.2234 2.4046  C21 1.094
61 H -12.3441 -2.2098 -1.8666  C25 1.096
62 H -11.3499 -0.7123 -3.2012  C14 1.091
63 H -1.5127 1.3950 -0.3859  C36 1.090
64 H 8.4310 0.2773 0.8475  C17 1.093
65 H -10.6729 -4.7026 -2.4954  C30 1.091
66 H -9.0164 3.0100 -0.1204  C16 1.091
67 H 9.9485 0.6707 3.9068  C23 1.091
68 H 3.7888 1.8291 -1.7315  P2 1.384
69 H -12.3350 -4.3985 -3.0240  C30 1.091
70 H 5.9780 0.7590 -2.3035  C26 1.091
71 H -8.9182 -0.1588 1.7275  C33 1.096
72 H -10.3396 -0.6328 0.8077  C33 1.091
73 H 5.6779 3.7426 0.1579  C15 1.103
74 H 7.7881 -1.8995 5.5564  C31 1.091
75 H 1.7565 2.9508 0.7634  C13 1.086
76 H 10.5674 0.5510 6.2938  C28 1.091
77 H 7.6355 -3.5733 5.0416  C31 1.090
78 H -2.9311 0.7826 -1.2333  C36 1.091
79 H -9.3091 -2.1948 -2.8721  C18 1.096
80 H -7.0452 1.6901 0.6476  C32 1.091
81 H -4.9781 0.0434 -0.7371  C20 1.096
82 H 7.5651 1.3683 -5.9087  C29 1.090
83 H -7.2393 3.1704 1.6022  C32 1.091
84 H 3.7374 4.1201 -1.1598  P2 1.391
85 H -11.7445 0.9621 2.1263  C34 1.091
86 H -11.0214 -3.4104 -3.6524  C30 1.091
87 H -10.3315 1.4494 3.0733  C34 1.091
88 H 7.0159 -1.5076 1.2886  C24 1.092
89 H 6.7037 -1.3595 -0.4307  C24 1.091
90 H 5.9846 2.3876 -0.9330  C15 1.097
91 H -8.8405 -1.2000 -1.4959  C18 1.091
92 H -10.9251 -0.2044 3.1760  C34 1.091
93 H -2.2137 -0.7264 0.6629  C37 1.098
94 H 1.7032 0.8948 1.8641  C22 1.091
95 H 3.3395 2.9185 1.5840  C13 1.091
96 H 5.6169 -1.4917 -4.3514  C19 1.091
97 H 8.6300 -0.0023 4.8517  C23 1.096
98 H 6.9449 -0.2628 -5.6883  C29 1.096
99 H 3.4409 0.5769 1.5917  C22 1.089
100 H 10.3130 -1.1900 6.3226  C28 1.091
101 H 7.1655 -2.2668 3.9437  C31 1.091
102 H -7.7043 1.6160 2.2833  C32 1.090
103 H 5.2348 2.2631 -6.0101  C12 1.091
104 H 5.0804 -1.4879 -2.6712  C19 1.091